# 1
Density functional theory data (ωB97M-V/def2-TZVPD) for a structure of composition C46H57Br3HgOP2S2Si in a non-equilibrium geometry.

Last column: natural (NBO) charge in e.
Positions of all 113 atoms, in Å:
1 Hg -0.34781 1.42115 -0.50502  1.462
2 S 0.27851 0.63481 2.13362  -0.572
3 P -1.74432 0.56273 2.03809  1.427
4 C -2.20822 0.94142 0.45536  -1.727
5 P -3.76768 0.72280 -0.22892  1.415
6 S -3.85002 -0.03715 -2.05737  -0.670
7 C -4.77721 -0.27730 0.92603  -0.398
8 C -4.85146 -1.65413 0.72871  -0.122
9 C -5.58841 -2.44814 1.59431  -0.241
10 C -6.27372 -1.87216 2.65729  -0.200
11 C -6.20504 -0.50220 2.86093  -0.232
12 C -5.44904 0.28920 2.00543  -0.202
13 C -4.71013 2.30397 -0.31153  -0.390
14 C -4.00561 3.48234 -0.53660  -0.144
15 C -4.67763 4.67170 -0.78283  -0.222
16 C -6.06465 4.69802 -0.80303  -0.225
17 C -6.77702 3.52666 -0.58069  -0.227
18 C -6.10392 2.33660 -0.34623  -0.190
19 C -2.35681 1.67508 3.36443  -0.417
20 C -3.19052 2.73336 3.03607  -0.127
21 C -3.61295 3.63199 4.01017  -0.236
22 C -3.19290 3.48170 5.32159  -0.209
23 C -2.33553 2.43798 5.65718  -0.227
24 C -1.91569 1.54754 4.68353  -0.177
25 C -2.17002 -1.11104 2.66873  -0.295
26 C -1.56736 -2.18482 2.01118  -0.209
27 C -1.72584 -3.47884 2.47486  -0.243
28 C -2.50101 -3.72433 3.60389  -0.215
29 C -3.11285 -2.66816 4.25562  -0.219
30 C -2.94426 -1.36649 3.79317  -0.223
31 H -4.33868 -2.08313 -0.12515  0.226
32 H -5.63305 -3.51897 1.43663  0.206
33 H -6.85942 -2.49129 3.32615  0.203
34 H -6.73018 -0.04740 3.69213  0.207
35 H -5.39726 1.35808 2.17342  0.226
36 H -2.92412 3.46782 -0.52240  0.239
37 H -4.10818 5.57450 -0.96682  0.210
38 H -6.59080 5.62487 -0.99790  0.201
39 H -7.86029 3.53821 -0.60281  0.202
40 H -6.66793 1.42375 -0.20026  0.218
41 H -3.49226 2.86619 2.00658  0.227
42 H -4.26314 4.45267 3.73343  0.212
43 H -3.51709 4.18252 6.08110  0.205
44 H -1.98802 2.32734 6.67688  0.206
45 H -1.22449 0.75295 4.94092  0.224
46 H -0.93767 -1.98817 1.15419  0.239
47 H -1.23308 -4.29918 1.96724  0.225
48 H -2.61984 -4.73542 3.97371  0.201
49 H -3.72735 -2.85078 5.12869  0.205
50 H -3.43652 -0.55200 4.30850  0.224
51 Br 2.84225 0.04710 -0.96748  -0.007
52 C 1.81382 1.65248 -0.74004  -0.809
53 Br -0.53200 3.57003 -2.01004  -0.649
54 H 1.94364 2.28627 -1.60839  0.220
55 H 2.14170 2.12556 0.17787  0.207
56 C -0.78129 -0.49766 -4.84049  -0.720
57 C -0.90755 -0.95461 -3.41120  0.622
58 O -0.32984 -0.34960 -2.53340  -0.589
59 C -1.77030 -2.13666 -3.11130  -0.198
60 C -2.32720 -2.91638 -4.11868  -0.171
61 C -3.17294 -3.97024 -3.80198  -0.245
62 C -3.47030 -4.23991 -2.47434  -0.180
63 C -2.92378 -3.45490 -1.46541  -0.264
64 C -2.08166 -2.40583 -1.78648  -0.045
65 H -0.11472 0.35952 -4.87239  0.243
66 H -1.76455 -0.20824 -5.21758  0.240
67 H -0.39457 -1.29866 -5.47339  0.216
68 H -2.11300 -2.70194 -5.15740  0.207
69 H -3.60798 -4.57072 -4.59072  0.205
70 H -4.14048 -5.05414 -2.22656  0.203
71 H -3.17553 -3.64399 -0.43161  0.213
72 H -1.68769 -1.74360 -1.02850  0.241
73 C 1.02346 -4.47465 2.90672  -0.619
74 C 1.16151 -5.63253 1.90338  -0.591
75 C 1.97389 -6.75311 2.57485  -0.609
76 C -0.26247 -6.14953 1.65053  -0.606
77 Si 1.96756 -5.07208 0.24654  1.939
78 Br 0.94834 -3.12971 -0.24964  -0.338
79 C 3.83194 -4.64377 0.41071  -0.593
80 C 4.30544 -3.71552 -0.71982  -0.609
81 C 4.69886 -5.91430 0.39999  -0.608
82 C 4.10196 -3.89049 1.72118  -0.609
83 C 1.58651 -6.25681 -1.22046  -0.592
84 C 2.43991 -5.90005 -2.44707  -0.608
85 C 0.12276 -6.15158 -1.68028  -0.610
86 C 1.87389 -7.71980 -0.84241  -0.609
87 H 0.52777 -4.85738 3.80616  0.198
88 H 0.41371 -3.66181 2.51255  0.243
89 H 1.97698 -4.05494 3.21380  0.214
90 H 1.44939 -7.08886 3.47620  0.203
91 H 2.96184 -6.41109 2.88461  0.207
92 H 2.10781 -7.62261 1.93035  0.207
93 H -0.74266 -6.34479 2.61574  0.203
94 H -0.27706 -7.08147 1.08617  0.206
95 H -0.87064 -5.41552 1.11748  0.214
96 H 4.20922 -4.15372 -1.70952  0.209
97 H 5.36548 -3.48793 -0.56090  0.198
98 H 3.75925 -2.77347 -0.71561  0.232
99 H 4.65659 -6.43699 -0.55539  0.205
100 H 4.41592 -6.62161 1.18151  0.207
101 H 5.74410 -5.63513 0.57202  0.204
102 H 3.49678 -2.98530 1.79988  0.232
103 H 5.15434 -3.58705 1.73816  0.202
104 H 3.92700 -4.50616 2.60244  0.200
105 H 2.29649 -4.86066 -2.74818  0.224
106 H 2.12692 -6.53267 -3.28500  0.202
107 H 3.50348 -6.07160 -2.28961  0.201
108 H -0.12769 -5.14317 -2.01334  0.235
109 H -0.59244 -6.43277 -0.91132  0.210
110 H -0.02293 -6.82932 -2.52926  0.197
111 H 2.90145 -7.87668 -0.51059  0.208
112 H 1.71013 -8.35491 -1.72010  0.203
113 H 1.20945 -8.07831 -0.05666  0.206

Values from the calculation:
- HOMO-LUMO gap (alpha / beta): 6.814 / 4.964 eV
- Charge: -1
- Energy: -11506.49005 Eh
- 2S+1: 2
- <S²>: 0.762
- Max |F|: 0.0241 Eh/bohr


# 2
Density functional theory data (ωB97M-V/def2-TZVPD) for a cluster of 7 separate species, C29H65ClN7O8 in total in a non-equilibrium geometry.

Last column: Mulliken charge in e.
Positions of all 110 atoms, in Å:
1 C 2.87955 -0.92165 2.84466  -0.662
2 C 2.79277 -0.31480 1.33160  -0.366
3 C 1.84567 1.01517 1.28690  0.827
4 O 0.87120 0.84213 0.21763  -0.406
5 C -0.11812 1.91000 0.24975  -0.436
6 N -1.12055 1.75248 1.37121  0.391
7 C -2.43166 1.33748 0.72844  -0.962
8 C -3.64408 1.14570 1.76201  -0.757
9 C -4.94163 0.44199 1.14289  0.856
10 C -4.73470 -1.16777 0.97461  -1.095
11 C -6.15069 0.60180 2.22627  -1.355
12 C -1.23469 2.93400 2.28637  -0.595
13 C 0.15936 3.44456 2.89792  0.334
14 O 0.83015 4.33352 2.30632  -0.416
15 Cl 0.86955 2.78495 4.47318  -0.130
16 H 3.81772 -0.55519 3.38787  0.239
17 H 1.98282 -0.60512 3.49539  -0.016
18 H 2.84099 -2.06737 2.77083  0.329
19 H 2.31250 -1.14506 0.69274  0.276
20 H 3.83776 -0.09835 0.92492  0.050
21 H 1.30721 1.03603 2.29881  -0.649
22 H 2.53418 1.92147 1.15745  0.237
23 H 0.40656 2.92357 0.21329  0.378
24 H -0.69371 1.81441 -0.74941  0.307
25 H -0.82819 0.92844 1.94895  0.577
26 H -2.24041 0.30530 0.23357  0.493
27 H -2.77384 2.05040 -0.09911  0.338
28 H -3.23745 0.61657 2.69864  0.230
29 H -3.96752 2.20831 2.09943  0.360
30 H -5.28564 0.85540 0.13598  -0.009
31 H -4.16092 -1.63135 1.85643  0.285
32 H -5.78892 -1.63481 0.99864  0.369
33 H -4.20548 -1.36238 -0.03636  0.143
34 H -5.86686 0.01009 3.18114  0.342
35 H -6.32014 1.71289 2.51062  0.312
36 H -7.12673 0.12078 1.83664  0.310
37 H -1.93281 2.75452 3.19093  0.459
38 H -1.67081 3.79969 1.68335  0.419
39 C -3.76015 -0.26151 -2.73643  -0.026
40 O -3.24060 -0.90685 -1.83729  -0.696
41 N -4.88134 -0.62106 -3.41440  0.488
42 C -5.43638 0.19934 -4.47067  -0.873
43 C -5.54301 -1.86472 -3.07054  -0.868
44 H -3.33926 0.69846 -3.07672  0.334
45 H -6.45544 0.48626 -4.19941  0.189
46 H -5.45280 -0.37867 -5.39779  0.356
47 H -4.83890 1.10013 -4.62121  0.296
48 H -5.84081 -1.83250 -2.01955  0.217
49 H -4.84276 -2.69129 -3.21198  0.138
50 H -6.42274 -2.01758 -3.69643  0.457
51 C -8.02758 1.39988 -1.83052  0.006
52 O -7.37186 0.70798 -1.07017  -0.598
53 N -8.55118 2.62118 -1.52957  0.109
54 C -9.32217 3.38537 -2.49008  -0.973
55 C -8.33061 3.17411 -0.20719  -0.810
56 H -8.25404 1.07446 -2.85853  0.324
57 H -8.82571 4.34344 -2.66332  0.346
58 H -10.32236 3.55921 -2.08571  0.349
59 H -9.40746 2.85027 -3.43723  0.309
60 H -7.25555 3.27220 -0.03455  0.224
61 H -8.74448 2.49228 0.53992  0.277
62 H -8.80715 4.15083 -0.11614  0.382
63 C 1.71126 -0.95808 7.39761  0.095
64 O 2.21598 -1.60529 8.29184  -0.564
65 N 0.57785 -1.30327 6.71638  0.136
66 C 0.03671 -0.47679 5.65995  -0.603
67 C -0.10360 -2.53625 7.06315  -0.993
68 H 2.14809 -0.00524 7.05545  0.278
69 H -0.97850 -0.17294 5.93112  0.489
70 H 0.01116 -1.05720 4.73271  0.372
71 H 0.64864 0.41412 5.50808  -0.191
72 H -0.40097 -2.49783 8.11388  0.304
73 H 0.58185 -3.37574 6.92376  0.313
74 H -0.98611 -2.67545 6.43711  0.383
75 C -2.81066 -3.79012 -4.88115  0.241
76 O -3.10526 -3.01883 -5.77686  -0.639
77 N -2.68141 -5.14113 -5.01310  0.074
78 C -2.32688 -5.99200 -3.89548  -0.933
79 C -2.90564 -5.74565 -6.31247  -0.959
80 H -2.61861 -3.43614 -3.85482  0.222
81 H -1.39629 -6.51584 -4.12814  0.351
82 H -3.12632 -6.71983 -3.73470  0.346
83 H -2.18922 -5.40508 -2.98573  0.303
84 H -2.20312 -5.31859 -7.03230  0.300
85 H -3.92341 -5.52132 -6.64117  0.302
86 H -2.76661 -6.82620 -6.26124  0.384
87 C 7.42939 -0.25198 1.41025  0.094
88 O 6.45085 -0.97473 1.33172  -0.564
89 N 7.63612 0.87787 0.67518  0.159
90 C 8.83029 1.68732 0.82678  -0.812
91 C 6.63183 1.28324 -0.28779  -0.820
92 H 8.25237 -0.46812 2.10991  0.290
93 H 8.53825 2.69646 1.12825  0.349
94 H 9.35396 1.72799 -0.12872  0.186
95 H 9.49596 1.26660 1.58169  0.290
96 H 5.68354 1.44801 0.23107  0.139
97 H 6.49543 0.48450 -1.02145  0.313
98 H 6.93592 2.19948 -0.79541  0.382
99 C 11.51795 1.14912 -1.33236  0.326
100 O 11.81116 1.93853 -0.45213  -0.608
101 N 12.34218 0.75510 -2.34396  0.086
102 C 11.91888 -0.19098 -3.35616  -0.899
103 C 13.68504 1.29967 -2.40942  -0.948
104 H 10.52304 0.67602 -1.37660  0.110
105 H 12.57889 -1.06163 -3.32777  0.327
106 H 11.98339 0.28546 -4.33774  0.330
107 H 10.89135 -0.51526 -3.18285  0.314
108 H 14.21886 1.04805 -1.48976  0.299
109 H 13.62669 2.38760 -2.49393  0.300
110 H 14.22155 0.89340 -3.26769  0.382

Values from the calculation:
- HOMO-LUMO gap: 7.087 eV
- Charge: +1
- Energy: -2589.02653 Eh
- 2S+1: 1
- Max |F|: 0.1168 Eh/bohr


# 3
Density functional theory data (ωB97M-V/def2-TZVPD) for an isolated molecule of C5H7F in a non-equilibrium geometry.

Last column: natural (NBO) charge in e.
Positions of all 13 atoms, in Å:
1 C -0.38711 1.31929 -0.26876  -0.606
2 C -0.12730 -0.12867 0.31279  0.278
3 C -1.01459 -1.22893 -0.25758  -0.627
4 C 1.30587 -0.29758 0.33486  -0.031
5 C 2.49120 -0.26691 0.22068  -0.211
6 H -0.12453 1.46194 -1.28031  0.208
7 H -1.46951 1.58033 -0.18635  0.209
8 H 0.13856 2.08076 0.31211  0.223
9 H -0.67770 -1.60876 -1.19766  0.227
10 H -1.10466 -1.94559 0.53500  0.229
11 H -2.04005 -0.80517 -0.24161  0.220
12 H 3.52491 -0.24213 0.13989  0.229
13 F -0.51509 0.08141 1.57694  -0.350

Values from the calculation:
- HOMO-LUMO gap: 11.252 eV
- Energy: -294.49636 Eh
- 2S+1: 1
- SMILES: C#CC(C)(C)F
- Max |F|: 0.0637 Eh/bohr
- Energy above the lowest of the compared OMol25 structures with the same formula, charge and spin: 35.90 kcal/mol


# 4
Density functional theory data (ωB97M-V/def2-TZVPD) for a structure of composition C3H5OP in a non-equilibrium geometry.

Last column: natural (NBO) charge in e.
Positions of all 10 atoms, in Å:
1 C 0.24866 -0.46593 0.66289  -0.432
2 C 1.22460 -0.15039 -0.42153  -0.151
3 C -0.76693 0.57667 -0.59965  -0.045
4 O 0.46960 0.58597 -1.36920  -0.559
5 P 0.09992 -1.28818 2.07719  0.418
6 H 1.90931 0.65259 0.02757  0.200
7 H 1.88664 -0.95519 -1.03154  0.204
8 H -1.59570 -0.07792 -0.95098  0.207
9 H -0.88271 1.54144 -0.10693  0.196
10 H -1.10334 -0.70348 2.28484  -0.039

Values from the calculation:
- HOMO-LUMO gap: 9.472 eV
- Energy: -533.73916 Eh
- 2S+1: 1
- Max |F|: 0.0861 Eh/bohr
- Energy above the lowest of the compared OMol25 structures with the same formula, charge and spin: 74.84 kcal/mol


# 5
Density functional theory data (ωB97M-V/def2-TZVPD) for a structure of composition C15H14N2O3SSn in a non-equilibrium geometry.

Last column: natural (NBO) charge in e.
Positions of all 36 atoms, in Å:
1 C -1.59429 -1.70187 0.13663  -0.277
2 C -1.41704 -1.93125 -1.23618  -0.283
3 C -1.59860 -0.69532 -1.93948  -0.304
4 C -1.90139 0.30519 -1.01637  -0.246
5 C -1.87898 -0.27726 0.32547  -0.573
6 Sn 0.21085 0.15861 1.23811  1.794
7 C 2.23126 -0.45287 -0.99006  -0.790
8 C 1.85633 -0.92740 0.22919  -0.307
9 C 2.16061 -2.02832 0.96001  -0.787
10 N 0.34503 -0.72437 3.06109  -1.501
11 H -1.54997 -0.56849 -3.01964  0.186
12 H -1.21852 -2.89226 -1.70706  0.191
13 H -2.19951 1.32316 -1.24183  0.198
14 H -2.34240 0.17273 1.20424  0.243
15 H -1.56019 -2.43337 0.93962  0.228
16 H 2.85160 -1.06410 -1.65262  0.144
17 H -0.36161 -0.45196 3.76690  0.311
18 H 1.93473 0.54180 -1.32881  0.181
19 H 2.69805 -2.86625 0.51806  0.145
20 H 1.84690 -2.10354 2.00383  0.233
21 O 2.24910 3.14179 2.75820  -0.902
22 S 0.87061 3.35179 2.40631  2.287
23 O -0.14233 3.28075 3.42519  -0.917
24 N 0.44627 2.27186 1.14666  -0.987
25 C 0.26548 2.82709 -0.09842  0.621
26 O 0.05490 2.17449 -1.13372  -0.577
27 C 0.34847 4.29026 0.01322  -0.124
28 C 0.07858 5.20532 -1.01405  -0.166
29 C 0.07838 6.56732 -0.72596  -0.222
30 C 0.35335 7.00621 0.57896  -0.222
31 C 0.63282 6.08458 1.60089  -0.223
32 C 0.63598 4.72627 1.29207  -0.213
33 H -0.11868 4.82011 -2.01245  0.236
34 H -0.13504 7.29180 -1.51435  0.203
35 H 0.33841 8.07302 0.78614  0.201
36 H 0.82739 6.40574 2.62008  0.220

Values from the calculation:
- HOMO-LUMO gap: 2.348 eV
- Charge: -2
- Energy: -1527.50238 Eh
- 2S+1: 1
- Max |F|: 0.0802 Eh/bohr


# 6
Density functional theory data (ωB97M-V/def2-TZVPD) for a cluster of 2 separate species, C12H17N in total in a non-equilibrium geometry.

Last column: natural (NBO) charge in e.
Positions of all 30 atoms, in Å:
1 C 3.21355 1.21440 -1.82692  -0.397
2 C 3.24487 -0.28789 -1.36133  -0.603
3 C 4.55260 1.87748 -1.94753  -0.609
4 H 2.75724 1.15199 -2.82143  0.188
5 H 2.47868 1.65550 -1.14618  0.202
6 H 4.16148 -0.76953 -1.68156  0.196
7 H 5.14947 1.86301 -1.03979  0.202
8 H 5.14297 1.42581 -2.74612  0.204
9 H 2.36160 -0.84943 -1.63397  0.211
10 H 3.21230 -0.23095 -0.27220  0.199
11 H 4.41518 2.93631 -2.18437  0.208
12 C -2.78802 -1.34509 3.04288  -0.624
13 C -1.24464 0.48713 0.21790  0.212
14 C -1.33953 -0.74268 0.84948  -0.117
15 C -2.06357 -0.40486 2.11623  -0.089
16 C -2.24374 0.94393 2.06896  -0.033
17 C -0.74192 0.57338 -1.11974  -0.260
18 C -0.15813 -0.56660 -1.62252  -0.227
19 C -0.11577 -1.74982 -0.88295  -0.239
20 C -0.84237 -1.93333 0.28096  -0.188
21 N -1.79392 1.53775 0.89374  -0.560
22 H -1.00053 1.33676 -1.85411  0.216
23 H 0.32957 -0.56561 -2.58694  0.212
24 H -1.79448 2.48146 0.58102  0.419
25 H 0.43053 -2.59013 -1.30926  0.208
26 H -2.68782 1.65794 2.76293  0.203
27 H -0.92649 -2.87122 0.80317  0.217
28 H -2.99871 -2.25028 2.49290  0.217
29 H -3.71645 -0.89516 3.37045  0.220
30 H -2.17033 -1.61700 3.91258  0.214

Values from the calculation:
- HOMO-LUMO gap: 8.811 eV
- Energy: -522.17987 Eh
- 2S+1: 1
- SMILES: Cc1c[nH]c2ccccc12.CCC
- Max |F|: 0.0838 Eh/bohr
- Energy above the lowest of the compared OMol25 structures with the same formula, charge and spin: 25.35 kcal/mol